(1)
{"formula": "C6H13NO2S", "method": "the ωB97M-V functional and the def2-TZVPD basis", "species": ["C", "C", "C", "C", "C", "C", "N", "O", "O", "S", "H", "H", "H", "H", "H", "H", "H", "H", "H", "H", "H", "H", "H"], "coordinates": [[0.85, 0.38, 0.89], [0.50, -1.87, -0.08], [-0.35, 1.23, 0.30], [-0.08, 2.44, -0.46], [2.07, -0.32, -1.04], [-2.17, -0.70, 1.21], [1.39, -0.82, 0.13], [-0.77, -1.53, -0.73], [-2.42, 0.30, -1.17], [-1.37, -0.08, -0.26], [1.62, 1.12, 1.26], [0.48, 0.01, 1.90], [0.16, -2.32, 0.84], [0.95, -2.65, -0.71], [-0.05, 3.30, 0.20], [-1.04, 2.73, -1.14], [0.68, 2.43, -1.34], [2.70, 0.44, -0.80], [2.70, -1.18, -1.58], [1.35, -0.07, -1.91], [-3.08, -0.21, 1.60], [-2.51, -1.72, 0.75], [-1.61, -0.92, 2.14]], "total_charge": 0, "energy_ha": -839.52590, "multiplicity": 3, "homo_lumo_gap_ev": [5.006, 8.121], "e_homo_ev": [-4.24, -9.25], "lumo_energy_ev": [0.8, -1.1], "s_squared": 2.01, "de_lowest_kj_mol": 362.45}



(2)
{"formula": "C6H13NO3", "method": "the ωB97M-V functional and the def2-TZVPD basis", "species": ["C", "C", "C", "O", "O", "H", "H", "H", "H", "H", "H", "C", "C", "N", "C", "O", "H", "H", "H", "H", "H", "H", "H"], "coordinates": [[0.72, -0.63, 0.02], [2.90, 1.57, -0.49], [2.00, 1.32, 0.67], [1.26, -1.00, -1.04], [2.19, 1.46, 1.83], [-0.27, -1.13, -1.79], [1.08, -0.93, 1.02], [0.74, 0.77, 0.27], [3.95, 1.56, -0.17], [2.66, 2.55, -0.92], [2.72, 0.81, -1.25], [-2.06, 1.29, -0.21], [-1.23, -2.32, 0.62], [-1.91, 0.01, 0.46], [-1.11, -0.99, -0.10], [-1.22, -1.07, -1.46], [-2.40, -0.18, 1.32], [-2.38, 1.15, -1.24], [-2.78, 1.90, 0.34], [-1.10, 1.82, -0.24], [-1.08, -2.20, 1.69], [-2.22, -2.74, 0.44], [-0.48, -3.01, 0.24]], "total_charge": 0, "energy_ha": -516.76717, "homo_lumo_gap_ev": 7.662, "e_homo_ev": -7.73, "lumo_energy_ev": -0.1, "de_lowest_kj_mol": 451.39}



(3)
{"formula": "C6H13NO3", "method": "the ωB97M-V functional and the def2-TZVPD basis", "species": ["C", "C", "C", "O", "N", "C", "C", "C", "O", "H", "H", "H", "H", "H", "H", "H", "H", "H", "H", "H", "H", "O", "H"], "coordinates": [[0.01, 2.19, 0.21], [-0.33, 1.09, -0.79], [0.13, 1.39, -2.20], [0.39, 2.49, -2.61], [0.11, -0.24, -0.36], [1.56, -0.38, -0.19], [-1.23, -1.05, 0.91], [-0.43, -1.62, 2.06], [-2.33, -0.54, 1.14], [-0.32, 1.90, 1.21], [1.10, 2.38, 0.25], [-0.48, 3.13, -0.09], [-1.43, 1.03, -0.89], [0.14, 0.50, -2.88], [1.90, 0.13, 0.73], [1.82, -1.44, -0.06], [2.10, 0.03, -1.05], [0.00, -0.81, 2.66], [-1.10, -2.23, 2.68], [0.41, -2.23, 1.69], [-0.42, -1.16, -1.23], [-1.27, -2.15, -0.60], [-0.33, -2.44, -0.58]], "total_charge": 0, "energy_ha": -516.75557, "homo_lumo_gap_ev": 9.950, "e_homo_ev": -9.51, "lumo_energy_ev": 0.4, "de_lowest_kj_mol": 481.83}



(4)
{"formula": "C6H13NO4", "method": "the ωB97M-V functional and the def2-TZVPD basis", "species": ["C", "C", "C", "C", "C", "C", "H", "H", "H", "H", "H", "H", "H", "H", "H", "H", "H", "H", "H", "N", "O", "O", "O", "O"], "coordinates": [[-2.17, -0.31, -0.94], [-1.17, -0.76, 0.28], [-0.19, 1.45, 0.71], [1.22, 0.87, 0.38], [1.07, -0.21, -0.66], [0.18, -1.35, -0.10], [-3.88, 0.54, -0.21], [-2.62, -1.28, -1.28], [-1.62, 0.21, -1.80], [-1.77, -1.57, 0.76], [-1.84, 0.68, 1.50], [-0.44, 2.06, -0.19], [-0.03, 2.22, 1.45], [1.73, 0.45, 1.33], [2.20, 2.62, 0.34], [0.51, 0.16, -1.49], [2.87, -0.13, -1.51], [0.03, -2.02, -0.91], [0.68, -1.64, 1.66], [-0.89, 0.29, 1.24], [-3.04, 0.71, -0.55], [1.97, 1.90, -0.27], [2.39, -0.80, -0.90], [0.79, -2.12, 0.92]], "total_charge": 0, "energy_ha": -592.06608, "homo_lumo_gap_ev": 9.985, "e_homo_ev": -9.42, "lumo_energy_ev": 0.6, "smiles": "OC[C@@H]1NC[C@H](O)[C@@H](O)[C@H]1O", "de_lowest_kj_mol": 179.46}